[1]
15
Properties=species:S:1:pos:R:3:nbo_charge:R:1 method="wB97M-V/def2-TZVPD" charge=+2 e_homo_ha="-0.7291 / -0.7286" spin_multiplicity=2 de_lowest_ev=0.0000 e_tot_ev=-6687.02888
C 2.255 -0.826 0.121 -0.47
N 2.045 0.399 -0.641 -0.29
H 3.317 -1.027 -0.135 0.34
H 1.643 -1.624 -0.303 0.26
H 1.949 -0.707 1.157 0.28
H 2.705 1.121 -0.320 0.44
H 2.047 0.320 -1.668 0.44
H 0.007 0.513 -0.429 0.40
N -3.103 0.118 0.500 -0.66
C -1.813 0.008 0.475 0.40
N -0.984 0.685 -0.301 -0.72
H -3.598 -0.530 1.099 0.46
H -3.656 0.808 0.003 0.45
H -1.446 -0.826 1.068 0.23
H -1.368 1.567 -0.627 0.44

[2]
16
Properties=species:S:1:pos:R:3:nbo_charge:R:1 method="wB97M-V/def2-TZVPD" charge=+1 e_homo_ha=-0.5379 de_lowest_ev=0.0285 e_tot_ev=-8749.11304
C 0.300 -2.579 -0.234 -0.43
N -0.176 -1.356 -0.867 -0.54
C -0.219 -0.186 -0.248 0.67
N -0.576 0.921 -0.924 -0.77
N 0.056 -0.070 1.042 -0.77
H 0.680 -3.239 -0.999 0.24
H -0.497 -3.093 0.300 0.22
H 1.107 -2.359 0.457 0.22
H -0.312 -1.369 -1.871 0.42
H -0.325 0.946 -1.899 0.41
H -0.516 1.776 -0.379 0.44
H 0.016 0.859 1.437 0.44
H 0.036 -0.816 1.721 0.43
H 0.819 3.625 0.410 0.50
H -0.461 3.804 1.253 0.50
O 0.070 3.138 0.800 -0.98

[3]
16
Properties=species:S:1:pos:R:3:nbo_charge:R:1 method="wB97M-V/def2-TZVPD" e_homo_ha=-0.3013 de_lowest_ev=5.1560 e_tot_ev=-8191.67941
C 0.228 0.393 1.344 -0.45
C -1.718 0.155 0.036 -0.46
N 1.468 0.636 -1.429 -0.67
N 0.791 -1.603 -1.531 -0.63
N -0.437 -0.397 0.345 -0.34
N 0.451 -0.318 -1.345 -0.01
H -0.190 0.239 2.354 0.21
H 1.288 0.119 1.393 0.19
H 0.110 1.445 1.059 0.18
H -2.267 -0.554 0.598 0.21
H -1.988 1.182 0.333 0.17
H -2.015 0.218 -0.974 0.22
H 2.202 0.488 -0.751 0.32
H 1.803 0.602 -2.359 0.37
H 1.316 -2.056 -0.799 0.32
H -0.119 -2.168 -1.473 0.36

[4]
17
Properties=species:S:1:pos:R:3:nbo_charge:R:1 method="wB97M-V/def2-TZVPD" e_homo_ha=-0.2998 smiles="NNC=O.CNN" de_lowest_ev=4.4674 e_tot_ev=-10240.65897
C 0.182 -0.781 -1.462 -0.41
N -1.341 0.954 0.354 -0.50
N -1.335 2.289 -0.107 -0.65
H -2.266 0.558 0.514 0.38
H -1.309 2.268 -1.128 0.34
H -0.432 2.685 0.186 0.38
H -0.768 -1.166 -1.833 0.20
H 1.008 -1.175 -2.058 0.20
H 0.296 0.303 -1.517 0.19
N 0.453 -1.403 0.017 -0.52
N 1.822 -1.475 0.397 -0.73
C -0.298 0.555 1.250 0.52
O 0.710 1.260 1.422 -0.67
H -0.301 -1.804 0.569 0.37
H 2.123 -0.576 0.786 0.39
H 2.168 -2.425 0.543 0.38
H -0.713 -0.066 2.067 0.13

Repeat the fourth record exactly.
17
Properties=species:S:1:pos:R:3:nbo_charge:R:1 method="wB97M-V/def2-TZVPD" e_homo_ha=-0.2998 smiles="NNC=O.CNN" de_lowest_ev=4.4674 e_tot_ev=-10240.65897
C 0.182 -0.781 -1.462 -0.41
N -1.341 0.954 0.354 -0.50
N -1.335 2.289 -0.107 -0.65
H -2.266 0.558 0.514 0.38
H -1.309 2.268 -1.128 0.34
H -0.432 2.685 0.186 0.38
H -0.768 -1.166 -1.833 0.20
H 1.008 -1.175 -2.058 0.20
H 0.296 0.303 -1.517 0.19
N 0.453 -1.403 0.017 -0.52
N 1.822 -1.475 0.397 -0.73
C -0.298 0.555 1.250 0.52
O 0.710 1.260 1.422 -0.67
H -0.301 -1.804 0.569 0.37
H 2.123 -0.576 0.786 0.39
H 2.168 -2.425 0.543 0.38
H -0.713 -0.066 2.067 0.13